[1]
{"formula": "C4H19NO6S2", "method": "ωB97M-V with the def2-TZVPD basis set", "species": ["C", "C", "O", "N", "C", "C", "S", "S", "H", "H", "H", "H", "H", "H", "H", "H", "H", "O", "H", "H", "O", "H", "H", "O", "H", "H", "O", "H", "H", "O", "H", "H"], "positions_angstrom": [[-1.61110, 0.27304, -2.74407], [-0.69541, -0.49294, -1.84151], [0.36007, -0.96247, -2.18774], [-0.93671, -0.64266, -0.48343], [-2.29223, -0.32329, -0.04235], [-2.42276, 0.88779, 0.90603], [-1.27209, 0.94662, 2.29362], [-1.72435, -0.79231, 3.26803], [-1.91100, -0.50347, -3.46967], [-1.04033, 1.09836, -3.31191], [-2.62341, 0.69852, -2.36888], [-0.32932, -1.10815, 0.11538], [-3.03865, -0.31009, -0.90659], [-2.72852, -1.26438, 0.34303], [-2.30300, 1.90764, 0.36991], [-3.45348, 0.89397, 1.35969], [-1.07010, -1.64622, 2.45054], [2.49969, -1.56191, -0.69113], [3.32087, -1.64634, -1.20677], [1.60100, -1.53226, -1.28442], [2.70246, 0.73638, 2.74960], [3.20428, 0.16579, 2.08814], [1.89978, 1.03087, 2.47364], [0.19806, 2.76220, -1.19179], [1.11789, 2.83796, -1.20572], [-0.06504, 1.79400, -0.92903], [1.25316, -2.40833, 1.37310], [1.94205, -2.18446, 0.76590], [1.33953, -3.17185, 1.80447], [2.79730, 1.80342, 0.24906], [2.24905, 1.03881, -0.01486], [3.03234, 1.67578, 1.26974]], "e_lumo_ev": 0.34, "spin_multiplicity": 1, "mol_weight_g_mol": 241.33, "smiles": "CC(=O)NCCSS.O.O.O.O.O", "de_lowest_ev": 1.117, "e_tot_ev": -39900.9717, "gap_ev": 9.67, "homo_energy_ha": -0.3428}

=====

[2]
{"formula": "C4H19NSi4", "method": "ωB97M-V with the def2-TZVPD basis set", "species": ["C", "Si", "N", "Si", "C", "C", "H", "H", "H", "H", "H", "H", "H", "H", "H", "H", "H", "C", "Si", "Si", "H", "H", "H", "H", "H", "H", "H", "H"], "positions_angstrom": [[-0.47098, -0.08024, -3.52962], [0.88076, 0.13387, -2.07267], [0.38262, -0.57192, -0.68162], [0.59764, -1.54787, 0.76020], [2.48626, -1.53999, 1.19868], [-0.18553, -3.20556, 0.53011], [-1.36363, -0.52626, -2.98326], [-0.91012, 0.82675, -4.08096], [-0.13515, -0.70448, -4.23569], [1.89593, 1.23237, -2.25084], [-0.31008, -0.94668, 1.84795], [2.76911, -0.44458, 1.04313], [2.69195, -1.72012, 2.23723], [3.05767, -2.14555, 0.57247], [-0.23711, -3.69190, 1.49464], [-1.20385, -3.01811, 0.20275], [0.14305, -3.78343, -0.30052], [0.75303, 2.35662, 0.69024], [-1.12434, 2.39375, 0.27957], [-2.42016, 1.30993, 1.73827], [1.23825, 1.56614, 0.06502], [1.20328, 3.28672, 0.63248], [0.88834, 1.87065, 1.69493], [-1.19093, 3.81202, -0.15403], [-1.07929, 1.85797, -1.09230], [-1.64806, 0.77414, 2.75549], [-3.36492, 2.28611, 2.52557], [-3.34375, 0.21966, 1.11279]], "e_lumo_ev": -0.41, "spin_multiplicity": 1, "mol_weight_g_mol": 193.55, "smiles": "C/[SiH]=N/[SiH](C)C.C[SiH2][SiH3]", "de_lowest_ev": 0.000, "e_tot_ev": -37454.5859, "gap_ev": 8.45, "homo_energy_ha": -0.3253}

=====

[3]
{"formula": "C4H20Ag2NO7", "method": "ωB97M-V with the def2-TZVPD basis set", "species": ["Ag", "Ag", "O", "H", "O", "H", "O", "H", "C", "C", "C", "O", "C", "N", "H", "H", "H", "H", "H", "H", "H", "H", "H", "H", "H", "O", "H", "H", "O", "H", "H", "O", "H", "H"], "positions_angstrom": [[-2.51052, 2.05961, 1.76533], [-1.60262, -0.07164, -0.85851], [-3.57020, 0.93833, 0.02146], [-3.39756, 1.29099, -0.87317], [-3.26803, 0.25443, 2.79426], [-3.59572, 0.18078, 3.71172], [-0.78533, 0.82136, 0.98361], [-0.47611, 0.33176, 1.77050], [1.81301, -3.15273, -1.16005], [0.95935, -1.83283, -0.91963], [1.49731, -0.59132, -1.81825], [0.87170, 0.61053, -1.64372], [1.70812, 1.55276, -2.31348], [-0.41812, -1.94357, -1.40306], [2.79146, -3.05835, -0.68905], [1.93241, -3.39048, -2.21709], [1.34001, -3.97189, -0.61842], [1.00650, -1.48142, 0.11109], [1.29480, -0.85916, -2.85525], [2.57910, -0.45838, -1.80541], [1.25844, 2.53683, -2.44577], [2.07936, 1.26984, -3.29848], [2.56058, 1.80064, -1.68105], [-0.75829, -2.81902, -1.03162], [-0.23805, -2.30053, -2.33056], [0.34006, 3.31059, -0.06749], [-0.49528, 3.65527, 0.24816], [0.16338, 2.38901, -0.25646], [1.26030, 2.40036, 2.44363], [1.13113, 2.73769, 1.55720], [0.50276, 1.83610, 2.59844], [-1.70977, -1.56263, 3.92804], [-2.16236, -0.80400, 3.55945], [-2.10182, -1.67882, 4.79351]], "e_lumo_ev": [-4.50, -7.16], "spin_multiplicity": 3, "total_charge": 1, "mol_weight_g_mol": 409.94, "e_tot_ev": -28280.0452, "gap_ev": [8.97, 6.27], "homo_energy_ha": [-0.4952, -0.4937]}

=====

[4]
{"formula": "C4H20IO8", "method": "ωB97M-V with the def2-TZVPD basis set", "species": ["I", "O", "H", "H", "O", "H", "H", "O", "H", "H", "O", "H", "H", "C", "C", "O", "O", "H", "H", "H", "H", "H", "H", "C", "C", "O", "O", "H", "H", "H", "H", "H", "H"], "positions_angstrom": [[-5.80480, -20.05730, -29.34131], [-2.92537, -20.17411, -29.79929], [-2.54648, -19.61099, -30.47424], [-3.86774, -20.14637, -29.96481], [-7.08687, -22.58911, -30.16655], [-6.60540, -21.82006, -29.86164], [-6.97020, -23.23653, -29.47123], [-6.24115, -17.15675, -29.96908], [-6.12838, -18.08286, -29.75499], [-5.75408, -17.03791, -30.78448], [-5.31174, -18.26167, -27.20713], [-5.96677, -17.56512, -27.25155], [-5.18223, -18.52773, -28.11745], [-8.07339, -18.42762, -33.28147], [-7.22173, -18.81183, -32.03660], [-7.90980, -19.78103, -31.20167], [-7.90612, -19.40937, -34.32736], [-7.71755, -17.54174, -33.80749], [-9.12906, -18.29164, -33.04659], [-6.92638, -17.92132, -31.48173], [-6.28364, -19.21235, -32.42086], [-7.28104, -20.08194, -30.54158], [-6.97945, -19.37443, -34.57572], [-3.67550, -21.27790, -32.02994], [-4.72321, -22.40742, -31.95295], [-4.24965, -23.70488, -31.61976], [-4.40406, -20.07194, -32.17199], [-3.02472, -21.39387, -32.89663], [-3.17776, -21.25012, -31.06062], [-5.29582, -22.46461, -32.87867], [-5.47440, -22.05792, -31.24467], [-4.65949, -24.37178, -32.17551], [-4.78041, -20.04151, -31.28936]], "e_lumo_ev": 3.13, "spin_multiplicity": 1, "total_charge": -1, "mol_weight_g_mol": 323.10, "de_lowest_ev": 4.858, "e_tot_ev": -28950.9261, "gap_ev": 8.59, "homo_energy_ha": -0.2005}

=====

[5]
{"formula": "C4H20N2O4", "method": "ωB97M-V with the def2-TZVPD basis set", "species": ["C", "N", "C", "C", "C", "N", "H", "H", "H", "H", "H", "H", "H", "H", "H", "H", "H", "H", "H", "H", "O", "H", "H", "O", "H", "H", "O", "H", "H", "O"], "positions_angstrom": [[0.62703, -2.65885, -1.67655], [0.22872, -3.24306, -0.39459], [2.15301, -2.10017, 0.84721], [0.62677, -2.31883, 0.74268], [-0.09887, -0.96570, 0.75100], [-1.54231, -1.09412, 0.91992], [1.28809, -1.78224, -1.63467], [1.05755, -3.32770, -2.42488], [-0.26389, -2.23788, -2.17142], [0.68045, -4.15697, -0.34065], [2.51129, -1.64568, -0.06493], [2.66022, -3.06218, 1.13990], [2.28033, -1.51511, 1.74691], [0.35179, -2.86810, 1.63618], [0.34852, -0.50765, 1.63346], [0.21894, -0.48877, -0.18284], [-1.93118, -1.71308, 0.20271], [-2.03963, -0.23531, 0.70390], [0.99868, 3.73350, 0.35194], [-0.47857, 3.57292, 0.03490], [0.31296, 3.06802, 0.46925], [0.73726, 2.48694, -3.30067], [0.49697, 1.41558, -2.20725], [0.03050, 1.95304, -2.88180], [-0.98677, 2.94503, -2.15665], [-1.90628, 2.87651, -0.84157], [-1.32175, 3.45555, -1.34207], [-1.29825, 0.92623, 2.92325], [-0.03153, 1.89281, 2.72560], [-0.93341, 1.80324, 3.04007]], "e_lumo_ev": [3.33, 3.24], "spin_multiplicity": 2, "total_charge": -1, "mol_weight_g_mol": 160.21, "de_lowest_ev": 0.000, "e_tot_ev": -15641.0312, "gap_ev": [2.87, 9.49], "homo_energy_ha": [0.0169, -0.2298]}

=====

[6]
{"formula": "C4H20N2O5", "method": "ωB97M-V with the def2-TZVPD basis set", "species": ["C", "C", "C", "N", "C", "N", "H", "H", "H", "H", "H", "H", "H", "H", "H", "H", "O", "H", "H", "O", "H", "H", "O", "H", "H", "O", "H", "H", "O", "H", "H"], "positions_angstrom": [[0.25740, 2.38952, 1.92235], [-0.61673, 1.29438, 2.52694], [-0.39033, -0.04892, 1.89450], [0.85819, -0.35469, 1.35240], [-1.40066, -0.93896, 1.85873], [-1.32410, -2.23041, 1.29499], [0.32110, 2.26698, 0.83561], [1.34167, 2.26371, 2.12354], [-0.04107, 3.39943, 2.14442], [-1.65006, 1.59897, 2.33932], [-0.31657, 1.33369, 3.57924], [0.88148, -1.15083, 0.73596], [1.40214, 0.42065, 0.99579], [-2.35063, -0.65782, 2.31151], [-0.91697, -2.89762, 1.94564], [-2.22600, -2.61645, 1.04992], [2.24289, -2.27935, -1.52792], [1.66836, -3.00838, -1.74475], [1.97060, -1.98576, -0.64158], [-3.26935, -0.98124, -1.48572], [-3.37545, -1.78814, -0.97394], [-2.59270, -0.42325, -1.07156], [-1.43476, 1.60802, -2.28755], [-0.73070, 1.03003, -1.95887], [-1.53597, 1.49631, -3.22439], [3.28418, 1.71251, -0.86379], [2.74301, 2.43450, -0.50835], [2.76068, 1.35275, -1.58431], [1.13950, -0.06111, -2.47822], [2.03134, -0.45843, -2.54107], [0.50962, -0.77297, -2.44943]], "e_lumo_ev": 0.19, "spin_multiplicity": 1, "mol_weight_g_mol": 176.21, "smiles": "CC/C(N)=C/N.O.O.O.O.O", "de_lowest_ev": 0.832, "e_tot_ev": -17689.4855, "gap_ev": 8.05, "homo_energy_ha": -0.2889}